[1]
A structure of composition C29H46BN10O3S2Yb in a non-equilibrium geometry. Source: the OMol25 dataset; level of theory: ωB97M-V/def2-TZVPD.

- Kohn-Sham gap (spin up / spin down) (eV) = 8.4 / 8.4
- expectation value of S² = 0.75
- 2S+1 = 2
- E_LUMO (spin up / spin down) (hartree) = 0.009 / 0.009
- electronic energy (Eh) = -3886.17669

```
92
Properties=species:S:1:pos:R:3:forces:R:3:mulliken_spin:R:1
Yb 1.01033 -0.72168 -0.44341 -0.133 0.376 1.101 1.0063
C 2.21823 -3.24202 1.51861 0.007 -0.072 -0.017 0.0006
C 1.69414 -2.32735 2.60560 -0.004 -0.021 0.100 -0.0003
N 1.57413 -0.93456 2.14633 0.032 0.017 -0.132 -0.0010
C 0.58403 -0.21196 2.94451 0.043 0.011 0.062 0.0011
C -0.79425 -0.69182 2.56797 -0.013 -0.037 -0.012 -0.0012
C -1.85502 -0.69818 3.45610 0.015 -0.007 -0.028 -0.0001
C -3.08944 -1.14387 3.01045 -0.019 -0.008 0.029 0.0000
C -3.22636 -1.55642 1.69894 0.085 -0.016 -0.067 -0.0001
C -2.11470 -1.50375 0.87007 -0.070 -0.014 0.076 -0.0015
C -2.20583 -1.81243 -0.59998 -0.058 -0.055 -0.069 0.0014
N -0.91324 -2.17716 -1.17292 0.026 0.156 0.032 0.0013
C -0.54380 -3.59721 -1.04215 -0.078 -0.064 -0.055 0.0007
C 0.17785 -3.89715 0.26332 0.067 -0.025 0.065 -0.0002
N 1.41889 -3.12137 0.29880 -0.033 0.156 -0.154 -0.0001
N -0.92358 -1.10846 1.30703 -0.002 0.030 -0.002 -0.0020
H 2.23400 -4.27346 1.89411 -0.005 0.012 0.000 0.0000
H 3.24043 -2.97133 1.25029 -0.016 0.035 0.022 -0.0001
H 2.32203 -2.40105 3.50136 0.015 -0.008 -0.035 -0.0001
H 0.69629 -2.65642 2.90586 0.000 -0.002 -0.031 0.0001
H 2.46862 -0.45873 2.20442 0.004 -0.061 0.024 -0.0003
H 0.66616 0.85515 2.72632 -0.021 -0.010 -0.019 0.0001
H 0.73724 -0.34249 4.02341 0.007 -0.007 -0.020 0.0000
H -1.71105 -0.36741 4.47565 -0.001 0.013 0.015 0.0000
H -3.93767 -1.16433 3.68251 -0.004 -0.001 0.007 0.0000
H -4.17507 -1.89949 1.30844 -0.015 0.000 0.013 0.0000
H -2.54788 -0.89886 -1.09813 0.002 0.002 0.024 0.0000
H -2.96539 -2.58507 -0.77108 0.009 0.020 -0.015 0.0000
H -0.90300 -1.92519 -2.15505 -0.013 -0.042 0.027 0.0001
H 0.12886 -3.82574 -1.87006 0.015 -0.011 0.024 -0.0002
H -1.42886 -4.23733 -1.14105 0.016 0.010 0.039 0.0001
H 0.37671 -4.97518 0.32336 -0.007 0.012 -0.031 -0.0001
H -0.44202 -3.63796 1.12353 -0.009 0.011 -0.013 0.0001
H 2.00695 -3.43864 -0.47726 0.008 0.015 -0.005 -0.0003
C -0.12699 -1.08164 -4.89364 -0.123 -0.094 -0.020 -0.0001
C 0.80844 0.06812 -4.53137 0.088 0.000 0.066 0.0001
C 1.24755 0.79875 -5.79777 0.004 0.033 -0.028 0.0000
C 0.18837 1.01354 -3.53928 -0.070 0.003 -0.145 0.0008
C -0.31039 2.29124 -3.83267 -0.005 0.003 0.052 0.0001
C -0.76867 2.78348 -2.63233 -0.066 -0.024 0.060 -0.0001
N -0.57290 1.85414 -1.69435 0.041 -0.111 -0.034 -0.0005
N 0.01580 0.74684 -2.23337 0.209 0.275 -0.051 0.0019
B -0.68840 1.88212 -0.16803 -0.227 -0.069 0.070 -0.0049
N 0.58197 2.45277 0.48626 0.186 0.020 -0.059 0.0007
C 0.94883 3.67864 0.88201 -0.064 -0.005 0.005 0.0001
C 2.27033 3.63384 1.26723 -0.041 -0.031 0.046 -0.0001
C 2.65522 2.29918 1.07035 0.041 -0.018 0.080 0.0002
N 1.63058 1.59456 0.58965 -0.155 -0.082 -0.257 -0.0038
C 3.98187 1.69144 1.41518 0.018 -0.074 -0.012 0.0000
C 4.26112 1.82091 2.91337 0.018 0.028 0.076 0.0000
C 5.10088 2.30918 0.58146 0.045 0.073 -0.039 0.0000
N -1.96755 2.52138 0.34610 0.072 0.161 -0.074 -0.0002
C -2.41592 3.79196 0.26181 -0.036 0.027 0.039 0.0000
C -3.63717 3.86021 0.89199 0.093 -0.073 -0.058 0.0000
C -3.86671 2.54154 1.33760 -0.101 0.099 0.042 0.0000
N -2.85984 1.75068 1.00427 -0.004 -0.152 0.041 0.0000
C -5.02872 2.00884 2.12651 0.026 -0.068 -0.046 0.0000
C -4.83297 2.26573 3.61967 0.005 0.035 0.105 0.0000
C -6.35291 2.59026 1.64014 -0.029 0.056 -0.011 0.0000
H 0.38614 -1.77763 -5.55861 -0.016 -0.007 -0.016 0.0000
H -1.02785 -0.72146 -5.39846 0.027 0.043 -0.010 0.0000
H -0.43976 -1.65103 -4.01789 0.077 0.034 0.009 0.0000
H 1.69935 -0.35802 -4.07757 -0.007 -0.006 0.013 0.0000
H 0.39778 1.19999 -6.35588 -0.027 -0.003 0.016 0.0000
H 1.77438 0.10715 -6.45542 0.007 -0.020 0.018 0.0000
H 1.92562 1.62136 -5.56869 0.002 0.006 0.013 0.0000
H -0.33085 2.78760 -4.78565 0.022 -0.012 -0.026 0.0000
H -1.23145 3.72500 -2.38767 -0.003 0.021 -0.018 0.0000
H -0.71588 0.73057 0.15438 -0.065 0.011 -0.033 0.0011
H 0.24208 4.49110 0.88444 0.010 0.034 -0.002 0.0000
H 2.86943 4.43830 1.65621 0.000 0.030 0.005 0.0000
H 3.94056 0.62797 1.17073 -0.026 0.031 -0.019 0.0001
H 4.34886 2.86728 3.21307 -0.004 0.010 -0.038 0.0000
H 5.19476 1.32000 3.17294 0.015 -0.005 -0.009 0.0000
H 3.46008 1.38133 3.51374 -0.013 -0.016 -0.007 0.0000
H 5.19911 3.37654 0.79437 -0.025 0.002 0.008 0.0000
H 4.89875 2.18847 -0.48225 0.005 -0.025 -0.005 0.0000
H 6.05767 1.83487 0.80264 -0.009 -0.035 0.014 0.0000
H -1.84678 4.55759 -0.24106 -0.001 0.019 0.002 0.0000
H -4.26816 4.72476 1.00104 -0.013 0.023 0.000 0.0000
H -5.03881 0.92615 1.96650 0.002 0.014 -0.015 0.0000
H -4.79910 3.33765 3.82792 -0.006 0.009 -0.032 0.0000
H -3.89530 1.83370 3.97272 0.009 -0.023 -0.022 0.0000
H -5.65336 1.83966 4.20153 -0.005 -0.014 -0.002 0.0000
H -6.38439 3.66970 1.80344 0.012 0.013 -0.001 0.0000
H -7.19633 2.15714 2.18028 0.019 -0.034 0.012 0.0000
H -6.49694 2.41208 0.57418 -0.001 -0.017 -0.004 0.0000
O 3.25826 -3.44831 -1.99199 0.041 -0.141 0.077 0.0001
S 3.07248 -2.04582 -2.31102 -0.573 0.738 0.141 -0.0005
O 1.56515 -1.72512 -2.23164 0.588 -0.735 -0.704 0.0008
O 3.59932 -1.58883 -3.56757 0.105 -0.156 0.044 -0.0001
S 3.69900 -0.85363 -0.75587 0.079 -0.214 -0.213 -0.0003
```
Positions in Å, forces in eV/Å.


[2]
A structure of composition C29H46BeBr4CaCl3N2O10 in a non-equilibrium geometry. Source: the OMol25 dataset; level of theory: ωB97M-V/def2-TZVPD.

- Kohn-Sham gap (eV) = 1.0
- net charge = +1
- E_LUMO (hartree) = -0.275
- electronic energy (Eh) = -14362.29262

```
96
Properties=species:S:1:pos:R:3:forces:R:3:lowdin_charge:R:1
C 2.43616 -3.17075 -1.14643 0.920 -0.322 0.472 -0.1532
O 1.73467 -4.25989 -0.50500 -0.607 1.172 -0.581 -0.2324
C 0.46919 -3.83220 0.06688 -0.666 0.838 -0.131 -0.2059
C 0.58418 -3.42639 1.62802 0.218 -0.388 -0.013 -0.1540
C -0.26447 -4.36584 2.62559 -0.033 -0.291 0.127 -0.1933
C -1.14402 -3.55458 3.70873 0.048 -1.225 0.353 -0.1968
C -0.26637 -2.80470 4.83513 -0.670 0.174 0.840 -0.1474
C -0.81961 -1.30372 5.17657 1.373 -1.941 0.277 -0.2311
N -0.64803 -0.53461 3.87658 -0.127 1.177 -1.669 -0.1333
C 0.69912 -0.27007 3.44722 -2.022 1.937 -3.693 0.0308
C 0.89219 0.47762 2.08960 -3.419 -0.679 0.856 0.0225
C -0.36734 0.91741 1.23548 -0.203 -1.164 2.611 -0.1270
C -0.11594 1.62958 -0.15343 1.186 0.051 -2.099 -0.0872
C -0.96949 2.78578 -0.77145 3.312 -1.457 -2.691 0.0633
C -0.55001 3.30435 -2.18953 -0.184 -2.082 3.314 0.0026
N 0.59378 2.75747 -2.93276 -0.307 -1.054 1.951 -0.1218
C 0.98626 3.29810 -4.28194 -0.087 0.093 0.007 -0.6039
Cl -0.39550 3.23556 -5.50819 -0.291 -1.093 5.219 0.4304
C 1.69047 4.76781 -4.04956 0.946 -1.632 -2.173 -0.6087
C 2.46493 5.14940 -5.45550 -0.479 0.680 1.075 -0.4020
Cl 0.49217 6.13393 -3.71017 0.630 -0.594 0.292 0.5756
C 1.42035 1.66985 -2.40269 -1.975 -0.561 3.654 0.0077
C 1.09821 1.08100 -1.00697 -2.224 2.913 -1.398 0.0453
C -1.77736 0.61748 1.81759 3.777 -0.953 1.512 0.0606
C -1.85076 -0.14019 3.19215 2.122 1.806 -2.912 -0.0177
H 2.87248 -2.49307 -0.31235 -0.602 -0.695 -1.422 0.0936
H 1.77750 -2.56449 -1.86460 0.669 -0.768 0.965 0.0068
H 3.31607 -3.61683 -1.75488 -1.505 0.679 1.108 0.1057
H -0.34183 -4.63429 -0.13619 1.596 1.111 0.538 0.0819
H 0.13095 -2.89699 -0.53238 0.366 -1.367 0.927 0.1094
H 1.70150 -3.51542 1.92678 -1.775 0.391 -0.610 0.1261
H 0.24358 -2.33203 1.72911 0.528 -1.590 -0.042 0.0789
H 0.45086 -5.07298 3.20377 -1.158 1.264 -0.890 0.1294
H -0.93953 -5.07595 2.00531 0.951 1.349 1.062 0.0426
H -1.76149 -4.35861 4.27414 0.926 1.389 -0.927 0.1214
H -1.92228 -2.88212 3.19117 1.276 -0.761 0.613 0.0907
H -0.36192 -3.39834 5.82666 0.163 0.874 -1.542 0.0982
H 0.85869 -2.76386 4.60917 -1.622 -0.036 0.044 0.1102
H -1.90743 -1.30387 5.52692 1.764 0.138 -0.780 0.1080
H -0.15382 -0.78966 5.96851 -1.322 -0.945 -1.415 0.1072
H 1.61946 -0.59423 4.06373 -2.107 0.471 -0.902 0.1641
H 1.90655 0.74527 1.64128 -1.477 -0.577 1.163 0.1050
H -1.87016 3.21104 -0.20751 1.562 -0.553 -1.148 0.1244
H -1.19736 4.13987 -2.62991 1.371 -1.604 0.294 0.1052
H 1.82789 2.61566 -4.70098 -1.405 1.079 0.682 0.1227
H 2.46296 4.62127 -3.21895 -1.432 0.440 -0.734 0.1293
H 1.77143 5.89927 -6.04639 1.132 -1.641 0.410 -0.0082
H 2.60390 4.20366 -6.10340 -0.067 1.650 0.633 0.0119
H 3.49768 5.67202 -5.21501 -0.585 -1.323 -0.321 0.0126
H 2.30864 1.20834 -2.96994 -1.699 1.182 0.524 0.0912
H 1.72373 0.23168 -0.57153 -0.973 1.312 -0.965 0.1043
H -2.69581 0.93774 1.22583 1.290 -0.701 1.189 0.1135
H -2.91054 -0.35275 3.58303 2.311 0.105 -0.120 0.1468
Br 0.80681 4.12142 -7.56716 1.709 1.442 -3.597 -0.0964
C -0.04600 -5.76251 7.34161 -0.696 0.195 0.433 -0.8090
O -0.02771 -6.87215 7.92891 -0.842 0.446 0.355 0.0370
O 1.00812 -5.62664 6.50270 0.646 -0.312 -0.358 0.0544
O -0.85270 -4.81574 7.41435 0.099 -0.452 0.083 0.0309
H 1.35670 -6.51355 6.72988 0.807 0.270 -0.721 0.1085
Ca 2.70434 7.44714 -4.51750 -0.479 0.540 -0.007 1.4832
C 0.30478 3.00816 5.50081 0.068 -0.422 0.544 -0.2749
C -0.29347 3.19642 4.14049 -0.501 -0.415 -0.447 -0.2192
O -0.24659 4.60917 3.96130 0.757 0.775 0.281 0.0502
C 0.73937 5.08287 4.76856 0.412 -0.002 0.318 -0.5511
O 1.15640 6.21452 4.73697 -0.485 -0.477 -0.020 0.1144
O 1.19393 4.12244 5.61121 0.123 1.315 -0.981 0.0690
H 0.84735 2.06737 5.59317 0.114 0.329 0.142 0.0999
H -0.43628 3.06830 6.29793 0.279 0.130 -0.161 0.0496
H 0.29911 2.72127 3.35213 0.100 0.109 0.029 0.0992
H -1.31671 2.83071 4.08293 0.159 0.317 0.040 0.0502
O 1.91560 0.10563 -5.85827 0.814 -2.752 3.090 -0.4243
H 1.21515 0.73973 -5.98547 -0.701 0.049 0.016 -0.0999
C -1.15977 8.11319 5.87749 0.359 1.151 1.811 -0.2338
O -2.27113 8.70149 5.49710 0.573 -0.600 -0.160 0.0225
H -0.70971 7.38110 5.17258 0.038 -0.495 -0.763 0.1174
H -0.28795 8.76179 6.08214 0.002 0.517 -0.788 0.1030
H -1.19836 7.50721 6.80326 -0.808 -0.656 -0.165 0.1133
Be 1.88641 -1.20641 -4.46110 -0.288 3.096 -2.905 0.6063
Cl -1.64484 1.26048 5.78218 -1.663 -0.338 0.425 0.1269
C -3.82451 -6.58332 0.30800 -0.128 -0.021 -0.133 -1.6017
Br -1.96403 -7.06299 0.03662 -0.368 0.008 0.066 0.6020
Br -4.94794 -8.14906 0.52549 0.293 0.357 0.000 0.5800
Br -4.03919 -5.33159 1.77550 0.064 -0.244 -0.226 0.5762
H -4.15765 -6.07492 -0.59584 0.107 -0.150 0.268 -0.0275
C 0.67699 -1.63695 -8.71876 0.198 -0.119 -0.075 -0.0657
C -0.63607 -2.40266 -8.74530 0.025 0.692 0.098 -0.4971
C -1.75883 -1.55715 -9.32541 -0.237 -0.149 -0.169 -0.0643
O -0.97929 -2.80064 -7.41868 -0.006 -0.304 0.220 -0.0656
H 0.59527 -0.74319 -8.09209 -0.057 -0.013 -0.106 0.0593
H 1.47184 -2.25244 -8.28868 -0.066 0.019 -0.089 0.0789
H 0.97652 -1.33153 -9.72475 -0.001 0.007 0.084 0.0837
H -0.51836 -3.31387 -9.33834 -0.079 -0.041 0.250 0.1407
H -1.92507 -0.65994 -8.71973 0.155 0.013 -0.044 0.0779
H -2.69868 -2.11600 -9.32730 0.119 0.000 -0.051 0.0810
H -1.53270 -1.24947 -10.34957 -0.038 0.021 0.084 0.0820
H -1.08564 -2.00041 -6.88666 0.009 -0.115 -0.212 0.0776
```
Positions in Å, forces in eV/Å.